C15H27CoFN2O6PS as an isolated structure, computed with ωB97M-V/def2-TZVPD.

Frontier orbital gap (spin up / spin down), Eh: 0.202 / 0.085
Lowest unoccupied orbital energy (spin up / spin down), eV: -4.13 / -7.32
Energy above the lowest of the compared OMol25 structures with the same formula, charge and spin, kJ/mol: 744.84
Net charge: +1
2S+1: 4
Expectation value of S²: 3.766

Cartesian coordinates (Å):
Co 3.16874 2.86397 0.68614
F 2.09173 -0.14527 0.36175
C -1.31226 0.22520 -3.41759
C -0.75865 0.51075 -4.79215
C 0.21550 1.74125 -4.68275
S -0.43263 2.76607 -3.25761
O -1.01220 3.92595 -3.91079
O 0.66204 2.82802 -2.27253
C -1.74535 1.56670 -2.75790
H -0.43661 -0.04717 -2.82839
H -2.07750 -0.54898 -3.36123
H -1.58820 0.83380 -5.42110
H -0.33225 -0.34613 -5.31373
H 0.22416 2.40533 -5.54706
H 1.18351 1.31628 -4.41734
H -2.52424 1.88177 -3.45228
H -1.90186 1.70250 -1.68777
C -1.44489 3.56571 6.71741
O -0.72552 3.74536 5.47343
P -1.08324 3.05492 4.05329
O 0.03836 3.26361 3.08086
O -2.53597 3.66429 3.67374
C -2.61054 5.00527 3.03975
O -1.31254 1.53376 4.47780
C -0.31689 0.76232 5.21507
H -2.22573 2.81328 6.60678
H -1.85887 4.44820 7.20520
H -0.64722 3.20223 7.36526
H -2.06220 5.81823 3.51569
H -3.64864 5.33248 2.98143
H -2.38604 4.87529 1.98107
H 0.31442 1.31921 5.90748
H 0.36802 0.26515 4.52818
H -0.76338 0.05302 5.91194
N -1.02406 -3.37771 0.97580
C -2.35706 -3.20537 1.00165
C -2.98602 -4.45401 1.18165
C -1.95155 -5.37753 1.08483
C -0.77389 -4.69236 0.85096
H -0.35724 -2.65126 0.75734
H -2.75038 -2.20520 0.89501
H -4.03437 -4.71281 1.16211
H -2.08659 -6.44846 1.12059
H 0.23697 -5.01812 0.65492
N 4.33755 -2.70348 -2.75478
C 5.64759 -2.79302 -3.11405
C 5.77194 -3.69587 -4.10871
C 4.52498 -4.16987 -4.35110
C 3.59059 -3.68185 -3.48032
H 3.87422 -2.13523 -2.06015
H 6.30814 -2.16951 -2.52983
H 6.70774 -3.92616 -4.59620
H 4.26176 -4.94916 -5.05097
H 2.53680 -3.83562 -3.30060

Here are the natural (NBO) charges for atoms 1 to 5, given in e:
1. Co 0.965
2. F -0.963
3. C -0.411
4. C -0.408
5. C -0.636

C15H27CoN5O2S2 as an isolated structure, computed with ωB97M-V/def2-TZVPD.

Frontier orbital gap (spin up / spin down), Eh: 0.321 / 0.166
Lowest unoccupied orbital energy (spin up / spin down), eV: -7.78 / -12.01
Energy above the lowest of the compared OMol25 structures with the same formula, charge and spin, kJ/mol: 103.00
Net charge: +3
2S+1: 5
Expectation value of S²: 6.020

Cartesian coordinates (Å):
Co 13.94475 10.70066 7.92578
N 15.55256 9.90567 6.78492
N 16.17421 8.92613 7.55450
C 15.83577 8.78745 8.85948
N 16.67970 8.06679 9.59359
S 14.51899 9.54273 9.60520
H 15.23440 9.57888 5.90387
H 16.07962 10.76213 6.79732
H 17.04966 8.54027 7.29250
H 17.51298 7.71027 9.15898
H 16.65301 7.86017 10.56113
C 18.28217 16.91099 6.54326
C 17.09081 15.99282 6.76413
C 16.13628 16.33060 7.70555
C 15.00443 15.63356 7.93354
C 14.74736 14.52206 7.14208
C 15.57163 14.21334 6.03181
C 16.74628 14.93947 5.87524
S 13.19241 13.78935 7.55646
C 12.00807 14.28449 6.31661
O 13.21619 12.23387 7.27904
H 19.02301 16.70745 7.36128
H 18.06112 18.00989 6.61431
H 18.68477 16.78303 5.51406
H 16.35200 17.22758 8.26200
H 14.33726 15.92400 8.67144
H 15.31974 13.46610 5.29777
H 17.43161 14.62954 5.10828
H 12.38602 14.12095 5.32362
H 11.92736 15.36275 6.37811
H 11.09965 13.78902 6.40515
C 11.34208 9.03232 4.39681
N 10.88057 8.12190 5.44021
C 10.07855 6.97395 4.96672
C 9.84069 6.00067 6.06762
C 9.38988 6.60365 7.35454
N 10.31469 7.64895 7.72958
C 10.20332 7.98585 9.08724
C 11.10958 8.44709 6.71821
O 12.02147 9.18381 7.17282
H 10.62911 9.05643 3.55721
H 12.30144 8.70980 3.93001
H 11.42493 10.05964 4.69082
H 10.66997 6.56757 4.17644
H 9.17554 7.35352 4.48691
H 10.68406 5.30640 6.24477
H 9.13598 5.30081 5.69019
H 9.36021 5.84792 8.16330
H 8.35474 6.93617 7.30947
H 10.77623 7.22915 9.75704
H 9.10796 7.85685 9.35913
H 10.60937 9.00292 9.13656

Here are the natural (NBO) charges for atoms 1 to 5, given in e:
1. Co 1.400
2. N -0.703
3. N -0.421
4. C 0.326
5. N -0.709

A 3-piece molecular cluster, C15H27N4O11S3 overall, computed with ωB97M-V/def2-TZVPD.

Frontier orbital gap, Eh: 0.254
Lowest unoccupied orbital energy, eV: -4.54
Net charge: +1

Cartesian coordinates (Å):
C -1.13850 1.49652 5.00988
C -2.02489 1.76294 3.71710
O -2.75085 0.51418 3.44607
C -2.40926 -0.03831 2.26307
C -3.10065 0.28481 0.97632
N -2.81534 -0.25751 -0.19939
N -1.85723 -1.15838 -0.20842
S -1.53956 -1.89414 -1.77988
C -1.06958 -1.60845 0.80961
C 0.03419 -2.68314 0.71010
C 1.29112 -2.26942 -0.15978
C 1.44989 -0.72549 -0.40747
C 2.81997 -0.53818 -1.20328
C 4.08365 -0.62756 -0.28073
N 5.34989 -0.77496 -1.06166
C -1.32747 -1.03422 2.15136
O -0.61299 -1.41744 3.26587
N -1.49256 -2.16556 4.14671
O -1.11488 -3.25928 4.12128
H -1.56805 0.63534 5.58050
H -0.09345 1.25996 4.70117
H -1.17251 2.37107 5.71279
H -2.79997 2.50373 4.05144
H -1.42767 2.13864 2.85594
H -3.92885 1.02845 1.02951
H -2.49528 -2.89329 -1.87527
H -0.45379 -3.60079 0.27620
H 0.38136 -2.96900 1.73480
H 2.22613 -2.60829 0.35847
H 1.21356 -2.76600 -1.15508
H 0.61353 -0.32929 -1.04403
H 1.55547 -0.11237 0.52299
H 2.80596 0.35025 -1.87825
H 2.86932 -1.43623 -1.88305
H 4.15580 0.32011 0.32091
H 4.04883 -1.52314 0.40047
H 5.82773 -1.63984 -0.79719
H 6.01185 -0.03705 -0.82312
C 5.04845 -2.69034 -5.50927
C 4.42355 -1.49717 -6.20450
O 3.04472 -1.84728 -6.36342
S 2.58848 -2.77472 -5.12719
O 1.94483 -1.95007 -4.15908
O 1.98928 -3.95369 -5.64445
O 4.05958 -3.13648 -4.57598
H 5.24363 -3.50254 -6.21348
H 5.97048 -2.43060 -4.99240
H 4.88140 -1.29040 -7.16954
H 4.47563 -0.60251 -5.57875
C -5.40338 3.82909 1.13213
C -5.67570 4.60744 2.40458
O -4.41074 5.16491 2.77020
S -3.56460 5.48509 1.43130
O -3.73187 6.85783 1.11789
O -2.28708 4.86896 1.55135
O -4.46302 4.61874 0.40320
H -4.94025 2.86339 1.35235
H -6.30518 3.67192 0.54288
H -6.06363 3.97797 3.20322
H -6.36948 5.43181 2.22300

Here are the natural (NBO) charges for atoms 1 to 5, given in e:
1. C -0.643
2. C -0.088
3. O -0.506
4. C 0.366
5. C -0.006

A 7-piece molecular cluster, C15H27N5O2S overall, computed with ωB97M-V/def2-TZVPD.

Frontier orbital gap, Eh: 0.347
Lowest unoccupied orbital energy, eV: 0.00
Net charge: 0

Cartesian coordinates (Å):
C 1.29664 4.67079 0.59902
C 2.21613 5.80938 0.45929
N 2.96686 6.66838 0.34045
H 1.78570 3.82245 0.11686
H 0.37695 4.86651 0.05224
H 1.07289 4.46492 1.63991
C -0.74946 -0.52317 0.15191
C 0.02180 0.57294 -0.42405
N 0.62094 1.45262 -0.84716
H -1.06930 -0.23244 1.15259
H -0.20538 -1.45629 0.18979
H -1.65292 -0.62982 -0.44795
C -0.18548 -4.30535 1.36998
C -1.34974 -3.80847 0.62976
N -2.27512 -3.43634 0.06555
H 0.64893 -3.62484 1.23121
H 0.08140 -5.26420 0.92387
H -0.46737 -4.41638 2.41066
C -4.50035 -1.76530 -2.56461
C -4.48566 -2.77050 -3.61474
N -4.47671 -3.56483 -4.44410
H -4.82275 -2.21203 -1.62928
H -5.17605 -0.96888 -2.87321
H -3.49928 -1.35565 -2.45539
C -1.70375 -0.89727 5.29725
C -2.30715 -0.90125 3.97075
N -2.79389 -0.88953 2.93629
H -2.44556 -1.24417 6.01788
H -1.40558 0.11298 5.56685
H -0.84466 -1.56156 5.31972
C 1.76140 0.87039 3.06854
S 2.05518 -0.87948 3.31476
O 0.72776 -1.54160 3.20532
C 2.92926 -1.10775 1.75023
H 1.09878 1.19349 3.87034
H 1.27106 1.02256 2.10647
H 2.69722 1.42497 3.11061
H 3.84154 -0.51921 1.83617
H 2.29588 -0.80034 0.92216
H 3.18127 -2.16381 1.67241
C 0.39224 2.41226 -4.29922
C 1.64918 1.95742 -4.98927
O 2.24608 2.66591 -5.75984
C 2.15727 0.57303 -4.67020
H -0.49228 1.85422 -4.61686
H 0.21147 3.45891 -4.54308
H 0.49384 2.29151 -3.22022
H 3.18521 0.51066 -5.02013
H 1.57818 -0.14803 -5.25903
H 2.04735 0.31221 -3.62049

Here are the natural (NBO) charges for atoms 1 to 5, given in e:
1. C -0.720
2. C 0.285
3. N -0.333
4. H 0.267
5. H 0.256

| no. | total energy (Eh) |
| --- | --- |
| 1 | -3370.41939 |
| 2 | -3190.14417 |
| 3 | -2828.47667 |
| 4 | -1410.12041 |